Record 1
40
Properties=species:S:1:pos:R:3 method="wB97M-V/def2-TZVPD" homo_lumo_gap_ev=9.45 e_tot_ha=-808.85796 smiles="C/C=C/CCCCO.O.O.O.O.O.O" spin_multiplicity=1 homo_ev=-9.18
H 1.654 0.614 3.081
H -1.649 3.609 0.802
H -0.767 -1.571 0.098
C -1.505 1.727 -1.480
H -0.518 1.535 2.714
O -1.615 -2.646 -1.459
H -2.025 2.691 -1.751
O 2.067 -1.039 -3.245
H -0.375 -2.210 3.567
H -1.732 -2.584 -2.395
H 2.434 -1.229 -2.447
O -0.386 -1.239 3.870
H -0.001 3.277 2.665
H 3.671 1.406 0.211
H 3.114 0.296 -0.355
H 0.696 -2.333 -0.338
H -3.669 -1.112 -0.749
H 3.913 -1.966 -1.612
H -0.593 1.710 -2.206
O 1.344 -2.531 0.286
C -2.383 0.564 -1.881
H -2.653 -0.056 0.316
H -1.729 2.845 3.045
H -0.444 0.677 0.296
O 3.416 -1.429 -1.003
C -1.423 -1.446 -0.818
O 1.621 -0.068 2.438
H 1.001 -2.023 1.049
H -1.915 -0.012 -2.753
H 0.209 -0.787 3.270
C -1.087 1.700 -0.078
H -3.380 0.780 -2.214
O 2.794 0.998 0.157
C -1.143 2.583 0.942
H 2.155 0.189 1.631
C -2.599 -0.472 -0.741
H 1.995 -0.101 -3.415
C -0.771 2.531 2.491
H -0.628 -0.888 -1.474
H 2.905 -1.991 -0.517



Record 2
64
Properties=species:S:1:pos:R:3 method="wB97M-V/def2-TZVPD" charge=+3 homo_lumo_gap_ev="5.26 / 4.05" e_tot_ha=-4583.30159 spin_multiplicity=2 homo_ev="-17.65 / -17.55"
H 1.396 3.550 1.871
N 0.454 3.846 1.660
H -1.935 1.153 4.287
H 2.780 2.815 -3.618
O -0.817 -2.231 0.532
N 2.621 -4.152 1.995
F -0.284 -4.936 -1.790
F 1.347 -3.021 -1.496
H -2.207 -0.839 3.868
H -0.432 4.461 -4.084
H 3.870 -1.420 2.754
H -3.120 -2.749 -0.305
N -1.665 -0.789 3.018
N -3.686 1.404 -1.090
H 3.162 -4.754 2.599
N 2.949 3.423 -2.830
C 3.090 2.840 -1.719
C -0.858 0.151 2.928
O 2.970 1.607 -1.570
H 2.311 -4.581 1.134
H 0.124 4.687 2.114
H 0.886 3.978 -3.094
H -3.123 1.899 -1.767
Tl 0.982 -0.298 -0.704
H -4.669 0.058 0.754
H -1.585 -1.529 2.335
H -1.245 5.082 0.957
H -4.535 1.831 -0.748
C 2.972 -2.955 1.785
H -0.425 1.843 3.693
As 1.506 -4.837 -1.800
N -0.066 3.821 -3.394
H 3.974 -2.864 3.572
H -3.063 -0.396 1.372
N -3.661 0.055 0.695
C -0.273 3.433 0.680
O -0.066 0.152 1.993
H 3.656 3.174 0.203
N -1.168 1.161 3.630
C -0.535 2.604 -3.262
H -2.035 3.345 -4.405
C -3.040 0.560 -0.286
H -3.316 -4.209 0.648
O 2.508 -2.271 0.896
N 3.652 -2.406 2.732
C -1.557 -3.191 0.779
F 1.526 -4.381 -3.485
F 1.803 -6.596 -2.263
O 0.035 2.417 0.072
N -1.289 -4.176 1.591
F 1.589 -5.302 -0.052
H -1.946 -4.942 1.559
H -1.850 4.136 -0.366
H -0.432 -4.230 2.123
N -1.305 4.193 0.482
O -1.813 0.279 -0.475
H -2.195 1.641 -4.120
H 3.330 4.558 -0.888
N -1.692 2.503 -3.966
O -0.003 1.596 -2.786
H 2.560 4.355 -2.807
N 3.291 3.578 -0.648
N -2.730 -3.473 0.282
F 3.278 -4.663 -1.773



Record 3
58
Properties=species:S:1:pos:R:3 method="wB97M-V/def2-TZVPD" charge=+1 homo_lumo_gap_ev=6.87 e_tot_ha=-3455.99713 spin_multiplicity=1 homo_ev=-10.10
N -1.812 -0.187 -2.318
N -1.693 1.839 -1.428
H 0.156 1.107 -6.053
N 0.142 0.809 -5.095
H 0.845 -1.328 -0.883
H 1.601 -5.194 -0.492
Zn 1.702 0.850 1.243
H -0.939 1.418 -0.897
H 0.491 -1.379 4.299
C 1.416 -3.168 -0.728
H -2.310 1.492 4.385
H 2.744 4.592 1.521
H 2.908 -3.577 3.451
H 3.279 -3.070 1.841
C -2.289 1.108 -2.433
N 0.520 4.108 -0.709
C -1.005 1.432 2.813
H 2.155 -0.036 -2.729
H -0.724 0.590 -4.638
H -3.996 -2.054 0.203
H -0.632 1.949 4.716
N -3.020 -2.212 0.369
H 0.132 -4.713 -1.237
C 1.488 3.800 0.171
N 1.058 -4.476 -0.937
O 2.391 -2.837 -0.066
H -0.393 -0.682 1.322
H 0.567 0.563 -2.618
O 0.180 1.473 2.429
C -2.304 -1.184 0.942
N 1.339 0.299 -3.203
F 0.389 0.067 -0.058
N -2.032 1.257 1.952
H -2.000 1.135 0.955
C 1.896 -1.944 2.948
N -0.998 -1.481 1.187
H -2.182 -0.906 -2.914
H -0.605 -2.330 0.843
O 1.776 2.598 0.370
H 2.118 5.784 0.483
N -1.372 1.682 4.091
H 0.197 5.054 -0.778
N 0.529 -2.245 -1.194
N 2.852 -2.877 2.733
C 1.342 0.477 -4.552
O -2.859 -0.135 1.274
H -2.936 1.456 2.339
H 0.171 3.309 -1.214
N 1.188 -2.066 4.080
O 2.386 0.344 -5.189
H -2.438 -2.872 -0.109
H 1.304 -2.909 4.608
O -3.001 1.490 -3.335
H -0.251 -2.414 -1.794
H -1.852 2.832 -1.412
O 1.662 -1.025 2.130
H -1.462 -0.422 -1.403
N 2.177 4.812 0.718